{
  "formula": "C30H54Br2N5PTi",
  "method": "ωB97M-V/def2-TZVPD",
  "elements": ["H", "H", "H", "C", "C", "N", "H", "H", "C", "H", "C", "H", "H", "C", "H", "C", "H", "Br", "H", "H", "Br", "H", "C", "H", "H", "C", "H", "C", "H", "H", "H", "H", "C", "C", "H", "C", "H", "H", "H", "H", "H", "C", "C", "N", "H", "H", "H", "N", "C", "H", "H", "H", "H", "C", "C", "H", "C", "H", "C", "H", "H", "N", "H", "C", "N", "H", "C", "C", "H", "H", "C", "H", "C", "H", "H", "H", "P", "C", "C", "H", "H", "C", "H", "C", "H", "H", "C", "H", "Ti", "C", "H", "H", "H"],
  "xyz": [[0.141816, -0.788044, 2.724591], [-1.901414, -1.871431, -0.816266], [-5.130584, -1.057272, -2.836971], [-3.719067, -0.982511, -0.517284], [3.282159, 2.993621, 2.305303], [-4.687562, -1.941962, -2.582375], [1.837194, -2.275437, -4.323665], [2.343906, -0.649738, 5.139076], [2.406982, 1.898382, 4.233650], [4.389667, -0.879848, 2.754118], [4.208315, -4.109339, 1.691878], [-3.386852, -1.870143, -4.258010], [-0.231508, 2.499305, -0.022640], [2.903054, -1.629612, 1.404131], [-5.647465, -1.975965, -0.689723], [4.891607, -5.441022, 1.883389], [-0.478310, 1.562053, 3.457656], [-1.550727, 2.998477, -2.391184], [-2.823350, 0.067409, -2.808194], [3.272550, 2.638483, -0.474283], [0.991565, 0.967093, -2.152098], [-1.964583, -0.499633, 3.664681], [3.107115, 1.847174, 1.542284], [-1.231638, -4.975792, 0.603566], [-0.886176, -1.734542, 1.960646], [2.185668, -2.320524, -2.194144], [2.990474, -4.307547, -2.646157], [4.655917, -2.970066, 2.360202], [-2.624642, -0.112444, 2.085111], [3.760617, 3.858163, 1.849589], [5.525037, -3.041755, 3.005686], [-5.275799, -2.675932, -2.976673], [3.338188, -3.313924, -2.361547], [-1.739131, -0.024540, 2.712083], [-2.242803, 1.982376, 1.007957], [0.241330, 2.612046, -2.928185], [4.747732, -5.804522, 2.902602], [4.757576, 2.001362, 0.195041], [5.967236, -5.354864, 1.722843], [-4.257895, -3.059876, -0.858334], [2.182605, 1.901131, 5.297421], [3.679709, 1.833293, 0.140631], [-2.431452, -0.920930, -2.546752], [-2.359842, -1.004390, -1.079964], [0.644211, 2.353162, 1.326960], [4.504747, -6.195024, 1.199104], [-0.261060, -5.821447, -1.439234], [-0.153138, 1.953235, 0.829031], [-4.635889, -2.062495, -1.078386], [-1.384328, -3.246100, 0.851614], [2.638170, -1.326062, -2.136031], [0.269503, 2.424577, -3.990776], [2.821317, -4.819009, 0.252819], [2.476571, -2.733557, 0.665067], [-1.425292, 1.444835, 2.921131], [-3.689719, -1.104046, 0.562125], [1.700853, -0.481188, 4.274499], [-2.916378, -2.996129, -2.976821], [-1.384457, 2.238513, 1.628744], [-0.703899, -3.469239, -1.445289], [2.749958, 4.215637, 5.462192], [2.158588, -0.414761, 1.307515], [-1.439348, 3.304380, 1.837989], [3.130837, -3.958407, 0.830814], [-0.617879, -0.760869, 2.049863], [0.900117, 3.414861, -2.630385], [3.148807, 4.304195, 4.454060], [2.191668, 0.731741, 3.512835], [3.530843, 0.887792, -0.368131], [2.686951, 5.166811, 3.972522], [-0.666570, -4.041819, 0.624941], [0.528733, -1.540537, -3.408587], [2.921441, 3.051742, 3.650127], [0.694671, -0.327029, 4.680490], [1.242047, -5.647479, -0.558413], [-4.151823, 0.002296, -0.720032], [1.217509, -2.392629, -0.603502], [1.249735, -2.359884, -3.406989], [0.581930, -5.147837, -1.266661], [1.731596, -1.402393, 3.693547], [-2.198910, 1.866641, 3.562920], [4.020046, -1.748706, 2.220571], [4.217289, 4.515901, 4.530954], [-3.302230, -1.998823, -3.181273], [3.957488, -3.400334, -1.471903], [0.048537, -4.114916, 1.446630], [0.039819, -3.823714, -0.719394], [3.980711, -2.953620, -3.168683], [0.601360, -0.062878, 0.392919], [2.484431, 0.725608, 2.136826], [-1.435591, -0.993988, -2.975346], [0.704417, -3.305422, -3.461376], [1.109490, -5.034048, -2.209984]],
  "forces_ev_per_angstrom": [[0.1, -0.1, 0.1], [0.0, -0.1, 0.0], [-0.1, 0.1, 0.0], [0.1, 0.1, -0.2], [0.0, 0.1, 0.0], [0.2, 0.0, 0.1], [0.0, 0.0, 0.0], [0.0, 0.0, 0.0], [0.0, 0.0, 0.1], [0.0, -0.1, 0.0], [0.1, -0.1, 0.0], [-0.1, 0.0, 0.0], [0.0, 0.1, -0.1], [-0.1, 0.3, 0.1], [-0.1, 0.0, 0.0], [0.0, 0.1, 0.0], [0.0, 0.0, 0.1], [0.1, -0.1, 0.1], [0.1, 0.0, 0.0], [0.0, 0.0, 0.0], [0.0, -0.1, -0.3], [0.0, -0.1, 0.1], [0.0, -0.1, -0.1], [0.0, 0.0, 0.0], [0.0, -0.1, 0.0], [-0.1, 0.0, 0.0], [0.0, 0.0, 0.1], [0.1, 0.0, 0.0], [0.0, 0.0, 0.0], [-0.1, -0.1, 0.0], [-0.1, 0.0, 0.0], [-0.1, -0.1, 0.0], [0.0, 0.0, -0.1], [0.1, 0.0, -0.1], [-0.1, 0.0, -0.1], [0.0, 0.0, 0.2], [0.0, 0.0, 0.0], [-0.1, 0.0, 0.0], [0.0, 0.0, 0.0], [0.0, -0.1, 0.0], [0.0, 0.0, -0.1], [0.0, 0.1, 0.2], [-0.1, 0.1, 0.2], [-0.2, 0.0, -0.1], [0.1, 0.1, 0.1], [0.0, 0.0, 0.0], [0.0, 0.0, 0.0], [-0.4, 0.3, 0.2], [0.1, 0.0, -0.1], [0.0, 0.0, 0.0], [0.0, 0.1, 0.0], [0.0, 0.0, -0.1], [0.0, 0.1, 0.0], [-0.2, -0.2, -0.1], [0.1, 0.0, -0.1], [0.0, 0.0, 0.1], [0.0, 0.1, 0.0], [0.0, -0.1, 0.0], [0.1, -0.1, 0.0], [0.0, 0.0, -0.1], [0.0, 0.0, 0.0], [0.9, -0.4, 0.1], [0.0, 0.1, 0.0], [0.0, 0.0, -0.1], [-0.4, 0.1, 0.2], [0.0, 0.1, 0.0], [0.0, -0.1, -0.1], [-0.1, -0.1, 0.0], [0.0, -0.1, -0.1], [0.0, 0.0, 0.0], [0.0, 0.0, -0.1], [0.0, 0.0, 0.0], [0.0, 0.1, 0.0], [0.0, 0.0, 0.0], [-0.1, 0.0, 0.0], [0.0, 0.0, 0.1], [0.4, -0.5, 0.0], [0.0, 0.0, 0.0], [0.0, -0.1, 0.0], [0.0, 0.0, 0.0], [0.0, 0.0, 0.0], [0.1, 0.1, 0.2], [0.0, 0.0, 0.0], [0.0, 0.0, 0.1], [0.0, 0.0, 0.0], [0.0, 0.0, 0.0], [0.0, 0.0, 0.0], [-0.1, 0.0, 0.0], [-0.5, 0.6, 0.2], [0.2, 0.0, -0.3], [0.1, 0.0, 0.0], [0.0, 0.1, 0.0], [0.0, 0.0, 0.0]],
  "e_lumo_ev": [-7.700, -7.801],
  "charge": 3,
  "s_squared": 0.758,
  "homo_energy_ev": [-15.20, -15.20],
  "gap_ev": [7.498, 7.395],
  "e_tot_ev": -211905.2024,
  "de_lowest_kcal_mol": 7.7,
  "multiplicity": 2
}